The following is a quantum chemistry calculation of a cluster of 2 separate species, C5H7NO4 in total in a non-equilibrium geometry, from the Open Molecules 2025 dataset.

Calculated values
- LUMO: -0.3025 eV
- Structure (SMILES): CC(=O)COC(=O)C#N.O
- Energy relative to the best compared isomer or geometry (same formula, charge and spin): 41.4 kcal/mol
- HOMO level: -10.5430 eV

Each line ends with the Mulliken charge.
Cartesian coordinates (Å):
C1 -3.3136 -0.2510 0.4677  -1.15
C2 -1.9543 0.3777 0.3947  0.78
O1 -1.7825 1.5765 0.3671  -0.52
C3 -0.7889 -0.5919 0.3622  -0.54
O2 0.4342 0.1288 0.4403  -0.17
C4 1.5595 -0.5499 0.3459  0.67
O3 1.6812 -1.7397 0.2774  -0.47
C5 2.7111 0.3962 0.2497  0.28
N1 3.8329 0.7009 0.4699  -0.53
H1 -4.0808 0.4874 0.2120  0.32
H2 -3.3880 -1.1276 -0.1898  0.35
H3 -3.4770 -0.6037 1.4981  0.31
H4 -0.8697 -1.2975 1.2023  0.34
H5 -0.8341 -1.1722 -0.5718  0.34
O4 3.2517 1.5485 -1.9422  -0.73
H6 2.9275 0.7318 -2.3560  0.31
H7 4.0908 1.3858 -1.2273  0.40

---

The following is a quantum chemistry calculation of a structure of composition C25H41GaGeN4OSi3, from the Open Molecules 2025 dataset.

Calculated values
- LUMO: -7.3856 eV
- Charge: +2
- Energy relative to the best compared isomer or geometry (same formula, charge and spin): 0.0 kcal/mol
- HOMO level: -13.6634 eV

Each line ends with the Mulliken charge.
Cartesian coordinates (Å):
Ga1 0.2166 0.3070 -0.4035  -0.27
C1 4.4213 -2.8610 1.4650  -0.58
C2 4.4831 -1.7880 2.3544  -0.77
C3 3.7299 -0.6519 2.1329  -0.40
C4 2.9019 -0.6134 1.0137  -0.09
C5 2.8355 -1.6769 0.1215  0.44
C6 3.6018 -2.8071 0.3456  -1.13
N1 2.0852 0.5062 0.6980  1.21
N2 2.2693 1.5572 1.3253  -0.90
C7 1.4030 2.6151 0.9209  0.09
C8 1.5868 3.8500 1.4992  -0.41
C9 0.7628 4.8917 1.0903  -0.66
C10 -0.2013 4.6481 0.1267  -0.83
C11 -0.3257 3.3677 -0.3895  -0.34
N3 0.4668 2.3643 -0.0012  0.74
H1 5.0172 -3.7449 1.6507  0.45
H2 5.1244 -1.8439 3.2234  0.45
H3 3.7620 0.1850 2.8168  0.49
H4 2.1902 -1.6159 -0.7461  0.38
H5 3.5560 -3.6410 -0.3419  0.46
H6 2.3582 3.9741 2.2462  0.61
H7 0.8733 5.8777 1.5219  0.46
H8 -0.8634 5.4303 -0.2168  0.54
H9 -1.0854 3.1327 -1.1229  0.31
C12 -3.0826 1.4484 -1.7463  -0.55
Si1 -3.3562 0.7028 -0.0481  0.69
C13 -5.0305 -0.0754 0.1070  -1.14
C14 -3.1012 1.9900 1.2804  -0.94
Ge1 -1.7463 -1.0509 0.2844  -0.15
Si2 -1.5822 -2.6985 -1.4729  0.54
C15 -2.9438 -3.9015 -1.0925  -1.14
C16 -1.8449 -1.8084 -3.0848  -0.86
C17 0.0984 -3.4995 -1.4345  -0.80
Si3 -1.1597 -1.5502 2.5675  0.58
C18 0.1510 -2.8631 2.6193  -0.73
C19 -2.7527 -2.1289 3.3257  -1.13
C20 -0.5725 0.0286 3.3719  -0.79
H10 -3.5363 2.4428 -1.8037  0.49
H11 -3.5344 0.8366 -2.5282  0.38
H12 -2.0199 1.5375 -1.9908  -0.32
H13 -5.8204 0.6760 0.0221  0.39
H14 -5.1402 -0.5660 1.0766  0.31
H15 -5.1955 -0.8233 -0.6715  0.33
H16 -3.7036 2.8789 1.0690  0.44
H17 -2.0591 2.2966 1.3694  0.08
H18 -3.4135 1.6085 2.2548  0.39
H19 -3.9078 -3.3908 -1.0363  0.32
H20 -2.7689 -4.4007 -0.1366  0.32
H21 -3.0201 -4.6740 -1.8625  0.42
H22 -2.8580 -1.4068 -3.1492  0.24
H23 -1.7039 -2.4902 -3.9283  0.48
H24 -1.1381 -0.9830 -3.2040  0.10
H25 0.4437 -3.6876 -0.4160  0.13
H26 0.8320 -2.8736 -1.9497  0.18
H27 0.0653 -4.4578 -1.9604  0.55
H28 -0.1355 -3.7349 2.0274  0.30
H29 0.2957 -3.1980 3.6507  0.46
H30 1.1089 -2.4961 2.2495  0.03
H31 -3.1569 -2.9950 2.7973  0.34
H32 -3.5045 -1.3363 3.3028  0.29
H33 -2.6041 -2.4165 4.3702  0.42
H34 0.2877 0.4617 2.8555  0.05
H35 -0.2701 -0.1631 4.4056  0.54
H36 -1.3686 0.7748 3.3917  0.23
O1 1.0495 0.4396 -2.1241  -0.19
N4 1.9337 1.3529 -2.5464  0.15
C21 1.4913 2.3801 -3.2894  -0.14
C22 2.3852 3.3055 -3.7796  -0.92
C23 3.7374 3.1644 -3.5018  -0.27
C24 4.1628 2.0849 -2.7413  -1.01
C25 3.2377 1.1794 -2.2715  0.11
H37 0.4280 2.3920 -3.4761  0.62
H38 2.0142 4.1198 -4.3854  0.48
H39 4.4526 3.8792 -3.8854  0.45
H40 5.2082 1.9266 -2.5182  0.49
H41 3.4792 0.2994 -1.6942  0.55

---

The following is a quantum chemistry calculation of a cluster of 5 separate species, C15H37FN4O5Si in total, from the Open Molecules 2025 dataset.

Calculated values
- LUMO: 0.4681 eV
- Structure (SMILES): CC[C@@H](F)[SiH2]O.CN(C)C=O.CN(C)C=O.CN(C)C=O.CN(C)C=O
- HOMO level: -9.1474 eV

Each line ends with the Mulliken charge.
Cartesian coordinates (Å):
C1 -0.8606 1.3947 -1.9236  -1.10
C2 -0.1041 0.3613 -1.0920  -0.43
C3 1.4021 0.5437 -1.1307  0.05
F1 1.9857 -0.3915 -0.2336  -0.33
Si1 2.2224 0.2631 -2.8162  0.44
O1 3.8557 0.0975 -2.6312  -0.46
H1 -1.8946 1.0803 -2.0604  0.31
H2 -0.8962 2.3674 -1.4346  0.27
H3 -0.4293 1.5444 -2.9160  0.34
H4 -0.3413 -0.6571 -1.4145  0.26
H5 -0.4212 0.4346 -0.0473  0.28
H6 1.6636 1.5371 -0.7425  0.43
H7 1.9144 1.4120 -3.6991  -0.15
H8 1.7170 -0.9861 -3.4231  -0.19
H9 4.2524 0.7380 -2.0315  0.30
C4 -4.2223 1.6784 2.3869  -0.98
N1 -3.4801 2.5308 1.4823  0.18
C5 -2.3259 3.2634 1.9685  -0.91
C6 -3.8115 2.6604 0.1825  0.09
O2 -3.1897 3.3400 -0.6131  -0.59
H10 -4.6358 2.2535 3.2182  0.33
H11 -3.5812 0.8943 2.7959  0.32
H12 -5.0408 1.1954 1.8582  0.32
H13 -2.4595 4.3371 1.8340  0.31
H14 -1.4231 2.9742 1.4283  0.21
H15 -2.1960 3.0455 3.0265  0.40
H16 -4.7015 2.0737 -0.0984  0.32
C7 -4.9130 -3.3188 5.0928  -0.91
N2 -4.9490 -2.5569 3.8637  0.13
C8 -3.9368 -2.7917 2.8479  -0.89
C9 -5.8995 -1.6351 3.6173  0.12
O3 -5.9630 -0.9768 2.5957  -0.58
H17 -3.9825 -3.1462 5.6370  0.34
H18 -5.0054 -4.3888 4.8969  0.33
H19 -5.7438 -3.0127 5.7265  0.29
H20 -3.3717 -1.8820 2.6434  0.19
H21 -4.3939 -3.1161 1.9130  0.29
H22 -3.2571 -3.5625 3.2037  0.40
H23 -6.6280 -1.5305 4.4383  0.30
C10 6.0723 3.1112 -2.6659  -0.97
N3 5.0062 4.0238 -2.3185  0.14
C11 5.0462 4.7255 -1.0471  -0.96
C12 3.9680 4.2694 -3.1498  0.10
O4 3.0575 5.0293 -2.8946  -0.59
H24 6.1543 2.2962 -1.9418  0.36
H25 7.0364 3.6224 -2.7075  0.36
H26 5.8689 2.6791 -3.6446  0.30
H27 4.1664 4.4937 -0.4460  0.28
H28 5.0655 5.8047 -1.1997  0.29
H29 5.9413 4.4216 -0.5086  0.39
H30 4.0272 3.6995 -4.0931  0.31
C13 2.0367 -4.9696 -2.3319  -0.84
N4 1.9892 -4.8163 -0.8958  0.17
C14 1.7603 -3.4971 -0.3304  -0.85
C15 2.1527 -5.8575 -0.0559  0.09
O5 2.1122 -5.7749 1.1561  -0.59
H31 2.8394 -4.3706 -2.7676  0.30
H32 1.0940 -4.6676 -2.7938  0.30
H33 2.2178 -6.0157 -2.5746  0.30
H34 2.5987 -3.1889 0.2934  0.32
H35 0.8637 -3.4917 0.2901  0.31
H36 1.6431 -2.7823 -1.1407  0.20
H37 2.3266 -6.8125 -0.5814  0.25

---

The following is a quantum chemistry calculation of a structure of composition C16H17N4O5STi in a non-equilibrium geometry, from the Open Molecules 2025 dataset.

Calculated values
- <S²>: 2.021
- LUMO (spin up / spin down): 2.5363 / 2.5114 eV
- Charge: -1
- Spin multiplicity: 3
- HOMO level (spin up / spin down): -2.0767 / -5.6289 eV

Each line ends with the Mulliken charge.
Cartesian coordinates (Å):
Ti1 -0.7756 -0.3777 0.9614  -0.03
N1 -1.8711 -0.3664 2.9003  -0.46
C1 -3.2155 -0.9048 2.5508  -0.30
C2 -3.6573 -0.2817 1.2178  0.49
O1 -4.7729 0.2242 1.1193  -0.75
N2 -2.6848 -0.3533 0.2848  0.04
C3 -2.7521 0.5769 -0.8372  -0.73
C4 -1.8046 1.7574 -0.5703  0.89
O2 -1.8261 2.7751 -1.2273  -0.71
O3 -0.9547 1.5244 0.4250  -0.55
H1 -1.4309 -0.8718 3.6571  0.24
H2 -1.9644 0.5996 3.1942  0.31
H3 -3.9676 -0.6879 3.3064  0.39
H4 -3.1197 -1.9825 2.4237  0.13
H5 -3.7540 0.9638 -1.0172  0.38
H6 -2.4043 0.0885 -1.7504  0.22
C5 2.9278 4.6320 -2.7090  -1.45
C6 2.6369 3.3345 -2.0004  0.93
C7 1.5529 2.5570 -2.3728  -0.88
C8 1.2775 1.3544 -1.7319  -0.07
C9 2.0944 0.9416 -0.7004  0.27
C10 3.1898 1.6987 -0.3077  -0.95
C11 3.4540 2.8897 -0.9635  -0.66
S1 1.7811 -0.5176 0.2391  1.60
O4 3.0001 -1.2695 0.3214  -0.72
O5 1.2682 -0.0315 1.5593  -0.54
N3 0.5473 -1.1714 -0.5241  -0.47
C12 0.2198 -2.5040 0.0121  -0.08
C13 0.6050 -3.6664 -0.5518  -0.19
C14 0.2355 -4.8972 0.0779  -0.66
C15 -0.4785 -4.7959 1.2830  -0.62
C16 -0.8480 -3.5849 1.8024  -0.38
N4 -0.5506 -2.3875 1.1590  0.16
H7 2.0505 4.9891 -3.2481  0.35
H8 3.7365 4.5100 -3.4338  0.29
H9 3.2291 5.4088 -2.0045  0.36
H10 0.8833 2.8961 -3.1540  0.30
H11 0.4268 0.7583 -2.0237  0.61
H12 3.8236 1.3600 0.5019  0.40
H13 4.3050 3.4880 -0.6555  0.35
H14 1.2105 -3.6267 -1.4477  0.41
H15 0.5233 -5.8517 -0.3371  0.38
H16 -0.7517 -5.6872 1.8371  0.34
H17 -1.3941 -3.5103 2.7342  0.34